[1]
14
Properties=species:S:1:pos:R:3:mulliken_charge:R:1 method="wB97M-V/def2-TZVPD" charge=+1 e_tot_ev=-20204.9128 orbital_gap_ev=7.8435 homo_energy_ev=-13.8
C 0.9140 0.3527 1.0122 0.0816
C -0.1967 -0.0858 -0.9399 -0.5177
C -1.5616 -0.3769 1.0740 -0.8299
N 1.8181 0.4927 0.1246 -0.5522
N -0.2959 -0.1521 0.4548 0.0169
N 1.3053 0.2544 -1.1351 -0.0732
Cl 2.3111 -1.0110 -1.9837 0.1172
H 1.0385 0.6092 2.1174 0.4091
H -0.2434 -1.1275 -1.2497 0.3920
H -0.7556 0.7111 -1.3295 0.4504
H -1.6788 -1.2880 1.7393 0.2817
H -1.8826 0.3754 1.7424 0.3792
H -2.2425 -0.3287 0.2183 0.3354
H 1.4700 1.5745 -1.8450 0.5094

[2]
17
Properties=species:S:1:pos:R:3:mulliken_charge:R:1 method="wB97M-V/def2-TZVPD" smiles="C=NN1CCCC1" e_tot_ev=-8324.7271 orbital_gap_ev=8.9276 homo_energy_ev=-7.9
C 2.5944 0.1920 -0.1525 -0.3552
C -0.6695 -1.1747 0.2282 -0.4752
C -1.9138 -0.5871 -0.3695 -0.5672
C -1.6353 0.9820 0.1431 -0.6382
C -0.0792 1.1424 0.0688 -0.7274
H 3.7004 -0.1340 0.0122 0.2417
H 2.4107 1.2110 -0.6403 0.1832
H -0.8334 -1.3831 1.3322 0.2452
H -0.2000 -2.1367 -0.2872 0.2855
H -1.9842 -0.5735 -1.4348 0.3040
H -2.9899 -0.8793 -0.0031 0.2870
H -1.9703 1.2352 1.1249 0.3146
H -2.1945 1.6270 -0.5506 0.3207
H 0.2284 1.8332 -0.7322 0.2796
H 0.4237 1.4786 1.0403 0.4216
N 1.6009 -0.5856 0.0791 -1.0320
N 0.3461 -0.2152 0.0109 0.9121

[3]
89
Properties=species:S:1:pos:R:3:mulliken_charge:R:1 method="wB97M-V/def2-TZVPD" charge=+1 e_tot_ev=-67197.2142 multiplicity=6 orbital_gap_ev="8.0410 / 6.8405" homo_energy_ev="-10.2 / -10.8"
Ru 0.2860 0.5156 0.2438 1.0098
C -0.3644 0.7767 -3.3041 -1.4491
C -1.8265 0.7276 -2.8578 1.1957
C -2.0526 0.0087 -1.5350 -0.4941
Sb -3.3804 0.9379 0.0264 0.8203
C -4.3729 2.5115 -1.0895 0.0709
C -4.6611 3.6877 -0.4061 -0.3557
C -5.3936 4.6898 -1.0157 -0.6470
C -5.8586 4.5179 -2.3090 -0.5438
C -5.6047 3.3343 -2.9809 -0.6544
C -4.8748 2.3285 -2.3687 -0.2880
C -1.7384 2.2332 0.6726 -0.0694
C -1.4660 3.4559 0.0756 0.2191
C -0.3670 4.2156 0.4573 -0.3396
C 0.4925 3.7453 1.4443 -0.4300
C 0.1975 2.5624 2.1109 -0.6945
C -0.9329 1.8022 1.7431 -1.3654
Sb 0.7917 2.1036 -1.9746 0.4692
C 2.8610 2.0742 -2.5765 0.4159
C 3.3421 1.6578 -3.8046 -0.5023
C 4.7082 1.6617 -4.0469 -0.7489
C 5.5935 2.0786 -3.0672 -0.5921
C 5.1126 2.5168 -1.8453 -0.7324
C 3.7522 2.5130 -1.6063 -0.3922
C 0.2573 3.9230 -3.0211 1.0043
C -1.0620 4.2732 -3.2653 -0.0865
C -1.3655 5.4149 -3.9855 -1.1102
C -0.3517 6.2183 -4.4755 -0.6074
C 0.9653 5.8791 -4.2209 -0.7814
C 1.2709 4.7458 -3.4880 -0.6637
H -0.2933 1.1666 -4.3222 0.6014
H 0.0759 -0.2212 -3.2694 0.3393
H -2.4005 0.2122 -3.6343 0.5946
H -2.2200 1.7463 -2.8145 -1.0081
H -1.0801 -0.1404 -0.9796 -0.5865
H -2.4513 -0.9911 -1.6994 0.7567
H -4.3105 3.8109 0.6124 0.4709
H -5.6112 5.5995 -0.4771 0.4225
H -6.4341 5.2970 -2.7850 0.4472
H -5.9851 3.1865 -3.9797 0.4257
H -4.7082 1.3925 -2.8855 0.4320
H -2.1300 3.8423 -0.6860 0.2427
H -0.1902 5.1690 -0.0219 0.4344
H 1.3635 4.3245 1.7236 0.4583
H 0.7799 2.2585 2.9766 0.4628
H -1.2953 1.0168 2.4076 0.8206
H 2.6523 1.3468 -4.5789 0.5259
H 5.0887 1.3301 -5.0021 0.4250
H 6.6578 2.0506 -3.2435 0.4197
H 5.7951 2.8556 -1.0797 0.4585
H 3.3695 2.8479 -0.6498 0.5101
H -1.8795 3.6659 -2.9016 -0.0044
H -2.3988 5.6744 -4.1559 0.5016
H -0.5876 7.1033 -5.0469 0.4064
H 1.7638 6.5008 -4.5919 0.4436
H 2.3038 4.4986 -3.2855 0.5164
O -1.9032 -1.1760 1.3558 -0.4272
H -1.9570 -2.0519 0.9576 0.2427
H -1.7007 -1.3317 2.2853 0.2336
C 3.3902 0.8478 1.4822 -0.5933
C 3.6398 0.0668 0.2554 0.3286
C 4.8574 -0.5495 -0.1591 -1.2615
C 4.5654 -1.2310 -1.3099 -0.7639
C 3.1754 -1.0182 -1.5586 0.0165
C 2.3847 -1.6229 -2.6438 -1.1963
N 2.6503 -0.2093 -0.6219 1.4274
H 4.1218 1.6431 1.6076 0.4738
H 3.4487 0.1922 2.3531 0.0956
H 2.3739 1.2673 1.4339 -0.3283
H 5.7951 -0.4820 0.3587 0.5314
H 5.2152 -1.8141 -1.9331 0.6024
H 2.7529 -2.6214 -2.8711 0.5392
H 2.4661 -1.0161 -3.5496 0.1759
H 1.3389 -1.6849 -2.3417 0.0732
C 3.8574 -4.0354 1.5805 -0.8240
Si 2.2686 -3.6266 2.5471 -0.0593
C 1.1635 -5.1626 2.7816 -0.9986
C 2.6217 -2.7335 4.1981 -1.0704
C 1.3721 -2.2889 1.6177 -0.0487
C 0.9185 -1.2843 1.0880 -0.1414
H 4.5101 -4.6703 2.1720 0.4051
H 4.4065 -3.1337 1.3237 0.1455
H 3.6320 -4.5589 0.6561 0.2883
H 1.6797 -5.9353 3.3460 0.3312
H 0.8795 -5.5908 1.8236 0.3197
H 0.2539 -4.9134 3.3218 0.3018
H 3.0892 -3.3804 4.9315 0.3898
H 1.6950 -2.3587 4.6227 0.3231
H 3.2783 -1.8835 4.0345 0.2935

[4]
55
Properties=species:S:1:pos:R:3:mulliken_charge:R:1 method="wB97M-V/def2-TZVPD" charge=+1 e_tot_ev=-76408.8327 orbital_gap_ev=6.6745 homo_energy_ev=-11.9
Ti 0.2379 0.2629 -0.5448 -1.7920
C 1.8485 0.8664 3.5868 -1.6586
C 1.4599 0.4514 2.2150 0.3559
N 0.3746 0.8107 1.6169 1.0418
O -0.4355 1.6393 2.2758 -0.7023
B -1.9206 1.6044 1.8708 0.6991
F -2.4964 2.5845 2.6036 -0.3261
F -2.3965 0.3245 2.0462 -0.3410
O -2.0816 1.9914 0.4122 -0.6685
N -1.7463 0.9499 -0.3838 0.4754
C -2.6679 0.2945 -0.9860 0.7717
C -4.1115 0.6203 -0.9186 -1.9752
C -2.2061 -1.0171 -1.5622 0.2213
N -0.9727 -1.2374 -1.3205 1.1074
O -0.4409 -2.4737 -1.4087 -0.6156
B 0.4811 -2.6206 -0.2056 0.8721
F 0.6948 -3.9200 0.0294 -0.2217
F -0.1575 -1.8760 0.8280 -0.3799
O 1.8159 -1.8922 -0.4338 -0.5594
N 1.8367 -0.6894 0.2366 0.3108
C 2.1382 -0.6501 1.4808 1.1192
C 2.8315 -1.7382 2.2045 -1.9280
C -3.1200 -2.0634 -2.0834 -1.6445
H 1.0869 1.5077 4.0172 0.3709
H 2.7988 1.4045 3.5580 0.3497
H 1.9846 -0.0082 4.2239 0.4255
H -4.2649 1.5575 -0.3945 0.3629
H -4.6299 -0.1789 -0.3834 0.3977
H -4.5334 0.6799 -1.9233 0.5124
H 3.2669 -2.4478 1.5071 0.3637
H 2.0997 -2.2586 2.8297 0.4184
H 3.5975 -1.3265 2.8621 0.5296
H -4.0578 -1.6446 -2.4370 0.4516
H -3.3300 -2.7810 -1.2852 0.3438
H -2.6307 -2.6111 -2.8870 0.4000
F 2.0576 -1.8193 -5.2181 -0.3324
C 1.8367 -0.7159 -4.5014 0.0344
C 1.3515 -0.8467 -3.2108 -0.2349
C 1.1230 0.2974 -2.4546 1.7123
C 1.3937 1.5606 -3.0052 -0.8119
C 1.8677 1.6284 -4.3107 0.4749
F 2.1274 2.8122 -4.8872 -0.3256
C 2.0977 0.5065 -5.0793 -0.8591
C 1.1761 2.7036 -2.1193 0.8060
C 1.4231 4.0284 -2.4431 -1.2849
C 1.2092 5.0199 -1.5009 -0.3581
C 0.7519 4.6665 -0.2461 -1.3918
C 0.5136 3.3338 0.0151 -0.0609
N 0.7156 2.3552 -0.8860 1.0401
H 1.1780 -1.8445 -2.8430 0.6219
H 2.4719 0.5904 -6.0894 0.5476
H 1.7836 4.2800 -3.4247 0.6072
H 1.4021 6.0547 -1.7508 0.4629
H 0.5675 5.3970 0.5274 0.4975
H 0.1391 3.0532 0.9826 0.7667

[5]
79
Properties=species:S:1:pos:R:3:mulliken_charge:R:1 method="wB97M-V/def2-TZVPD" charge=+1 e_tot_ev=-33938.9183 orbital_gap_ev=5.1847 homo_energy_ev=-10.6
C 3.0051 7.2875 2.2419 -1.1294
C 3.5900 6.2182 1.6759 0.8397
C 5.0939 6.2421 1.5141 -1.4299
C 2.7945 4.9740 1.2889 -0.9297
C 2.3636 4.7594 -0.1814 -0.4142
C 1.5928 3.4299 -0.3104 -0.0636
C 1.1273 3.0494 -1.7266 -1.1764
C 0.1940 1.8349 -1.8048 1.0606
C -1.2963 2.0610 -1.8857 -1.2556
C 0.6433 0.5635 -1.8466 -1.0111
H 1.9322 7.3198 2.4224 0.2771
H 3.6127 8.1379 2.5550 0.3297
H 5.4974 5.2766 1.1949 0.3300
H 5.4104 7.0102 0.7935 0.3063
H 5.5737 6.5204 2.4659 0.4080
H 3.3856 4.0920 1.5852 0.4141
H 1.8706 4.9797 1.8887 0.3250
H 1.7232 5.5945 -0.5128 0.2869
H 3.2471 4.7534 -0.8410 0.3321
H 2.2263 2.6119 0.0702 0.3307
H 0.7158 3.4603 0.3594 0.0663
H 0.6171 3.9155 -2.1784 0.3928
H 2.0278 2.8346 -2.3258 0.3873
H -1.5688 3.0989 -1.6617 0.4020
H -1.6932 1.8032 -2.8830 0.3902
H -1.8281 1.4139 -1.1748 0.0557
H -0.0648 -0.2648 -1.9284 0.1683
H 1.7111 0.3317 -1.8831 0.2784
C -3.7537 2.5590 0.8465 -1.1856
C -3.3176 1.1502 1.1415 0.1954
C -1.9997 0.9128 1.5446 -0.4972
C -1.5572 -0.3674 1.8928 1.7252
C -0.1457 -0.4714 2.4032 -1.8351
C -2.4307 -1.4624 1.7553 0.2470
C -1.9476 -2.8836 2.0036 0.0845
C -1.7680 -3.1852 3.5036 -1.6731
C -0.6760 -3.2629 1.2065 -1.6119
C -0.6242 -2.7748 -0.1740 0.9929
C 0.0908 -3.3959 -1.2093 0.2778
C -0.4177 -3.3937 -2.5615 0.8118
C -1.8500 -3.0630 -2.8661 -1.5425
C 0.4187 -3.7381 -3.6124 -0.9216
C 1.7308 -4.1720 -3.3942 0.6085
C 2.6093 -4.5532 -4.5388 -1.4671
C 2.1833 -4.3025 -2.0783 -1.0283
C 1.3899 -3.9901 -0.9873 0.8330
C 1.9631 -4.2013 0.3782 -1.5455
C -3.7645 -1.2360 1.3595 0.6619
C -4.7731 -2.3570 1.2811 -1.7777
C -4.1847 0.0550 1.0384 -0.9830
H -4.8126 2.6150 0.5694 0.3859
H -3.6011 3.2107 1.7191 0.3408
H -3.1694 3.0006 0.0262 0.1038
H -1.2987 1.7535 1.6133 0.2569
H -0.0029 -1.2352 3.1728 0.1937
H 0.5804 -0.6610 1.5967 0.1999
H 0.1501 0.4818 2.8658 0.5700
H -2.7277 -3.5740 1.6562 0.5738
H -2.6938 -2.9573 4.0494 0.3903
H -1.5436 -4.2506 3.6551 0.4508
H -0.9586 -2.6050 3.9669 0.2858
H 0.2042 -2.8850 1.7432 0.4613
H -0.6251 -4.3653 1.2221 0.8281
H -1.2466 -1.8986 -0.4069 0.2794
H -1.9949 -3.0786 -3.9548 0.3981
H -2.5528 -3.7961 -2.4392 0.3451
H -2.1569 -2.0725 -2.5028 0.2953
H 0.0322 -3.6782 -4.6336 0.4026
H 3.5971 -4.8466 -4.1755 0.3621
H 2.1979 -5.3934 -5.1114 0.3510
H 2.7331 -3.7219 -5.2406 0.3667
H 3.1972 -4.6715 -1.9043 0.3190
H 2.8892 -4.7820 0.2938 0.4427
H 2.2229 -3.2537 0.8725 0.3351
H 1.2967 -4.7688 1.0393 0.3505
H -5.7512 -1.9458 1.0063 0.4195
H -4.5257 -3.1111 0.5206 0.3256
H -4.9027 -2.8838 2.2376 0.3236
H -5.2166 0.1978 0.6986 0.3017

[6]
16
Properties=species:S:1:pos:R:3:mulliken_charge:R:1 method="wB97M-V/def2-TZVPD" smiles="[SiH2]=C1C=CC=C1.P" e_tot_ev=-22492.6375 orbital_gap_ev=6.7343 homo_energy_ev=-8.0
C 1.5237 -1.5290 -0.6278 -0.1897
C 0.9287 -0.2908 -0.7330 -1.0900
C 2.2576 -1.5736 0.6148 -0.2862
C 1.1450 0.4106 0.5192 0.3889
C 2.0780 -0.3964 1.2942 -0.8224
Si 0.6849 2.0833 0.9705 0.3119
P -2.3316 -0.4922 -0.7004 -0.0546
H 1.6442 -2.4376 -1.2425 0.3684
H 0.4630 0.0123 -1.5862 0.7393
H 2.7580 -2.4977 0.9711 0.3540
H -3.3236 0.2079 0.0952 0.0469
H 2.1714 -0.3086 2.3568 0.3252
H 1.5307 3.1812 1.6162 -0.0547
H -0.5563 2.8005 0.4799 -0.0525
H -2.4314 -1.6432 -0.0601 0.0313
H -1.2508 -0.1271 0.2502 -0.0157